C3H3INO2 as an isolated structure. Source: OMol25; level of theory: wB97M-V/def2-TZVPD.

Geometry as XYZ:
```
10
Properties=species:S:1:pos:R:3
C -0.4810 0.4954 0.1731
C 1.3037 -1.3556 1.7753
C 0.0561 -1.6294 0.2405
N -0.8445 -0.6533 0.5122
O 1.6580 -2.3494 2.3145
O 1.3305 -0.2006 1.9085
I -0.7936 -3.6405 0.5502
H -1.0680 1.2816 0.6925
H 0.3274 0.6555 -0.4999
H 0.5703 -1.6867 -0.6644
```

Frontier orbital gap ... 6.9 eV
LUMO energy ... 3.21 eV
Total charge ... -1
Energy above the lowest of the compared OMol25 structures with the same formula, charge and spin ... 38.9 kJ/mol
HOMO level ... -3.73 eV

A 3-piece molecular cluster, C24H52INO2 overall. Source: OMol25; level of theory: wB97M-V/def2-TZVPD.

Geometry as XYZ:
```
80
Properties=species:S:1:pos:R:3
C -4.0885 -4.5942 -2.0869
C -3.0863 -3.3318 -1.9854
C -1.9169 -3.5215 -0.8668
C -1.2602 -2.0633 -0.6607
C -0.4302 -1.8887 0.7023
C 0.7705 -0.8235 0.3774
C 0.8814 0.3433 1.4907
C 2.4230 0.7999 1.5527
C 2.7352 2.0265 0.5287
C 3.0848 3.3738 1.3256
C 1.8328 4.4169 1.4075
N 2.1400 5.3377 2.5461
I 1.0436 4.9289 4.2390
C 2.0980 6.7578 2.1620
O 3.1789 7.4008 2.2667
O 0.9595 7.4515 1.6562
H -5.1083 -4.1800 -2.4385
H -3.7806 -5.3500 -2.9018
H -4.2371 -5.0748 -1.0617
H -2.5551 -3.1508 -2.9892
H -3.6858 -2.3845 -1.7100
H -1.1083 -4.1572 -1.3952
H -2.2925 -4.0074 0.0925
H -0.5323 -1.9053 -1.5318
H -2.1294 -1.3135 -0.6556
H -1.0588 -1.4638 1.5716
H 0.0789 -2.8491 1.0714
H 0.5976 -0.3018 -0.6385
H 1.7148 -1.4544 0.2683
H 0.2464 1.2193 1.0807
H 0.4368 0.0363 2.5013
H 3.0577 -0.1326 1.3153
H 2.6702 1.0841 2.6451
H 1.9324 2.1585 -0.2696
H 3.7100 1.7113 -0.0102
H 3.9153 3.9353 0.7821
H 3.4147 3.1665 2.4093
H 0.8848 3.7890 1.5442
H 1.7146 4.9537 0.3935
H 0.9824 7.3883 0.6741
C 6.8232 2.4849 1.5305
C 7.0783 1.2568 0.6671
C 6.4143 -0.0104 1.2076
C 6.9021 -0.4673 2.5857
C 8.4047 -0.7336 2.6910
C 8.8819 -1.8592 1.7839
H 7.2375 2.3663 2.5342
H 7.2914 3.3646 1.0809
H 5.7511 2.6814 1.6197
H 8.1563 1.1058 0.5522
H 6.6876 1.4509 -0.3379
H 6.5598 -0.8191 0.4831
H 5.3318 0.1519 1.2613
H 6.3614 -1.3819 2.8569
H 6.6241 0.2796 3.3367
H 8.6358 -1.0014 3.7279
H 8.9708 0.1780 2.4769
H 8.3598 -2.7920 2.0110
H 9.9531 -2.0277 1.9250
H 8.7229 -1.6220 0.7289
C -10.0103 -1.8365 -3.4950
C -9.2426 -0.5454 -3.2446
C -7.7590 -0.6448 -3.6027
C -6.9582 -1.6685 -2.7924
C -6.9879 -1.4657 -1.2759
C -6.3739 -0.1449 -0.8333
H -9.6348 -2.6559 -2.8781
H -11.0677 -1.6989 -3.2540
H -9.9395 -2.1337 -4.5450
H -9.3653 -0.2416 -2.2002
H -9.6924 0.2494 -3.8494
H -7.3039 0.3452 -3.4904
H -7.6668 -0.8974 -4.6652
H -5.9158 -1.6416 -3.1323
H -7.3214 -2.6765 -3.0194
H -6.4281 -2.2826 -0.8066
H -8.0128 -1.5407 -0.8998
H -5.3341 -0.0680 -1.1613
H -6.3915 -0.0684 0.2574
H -6.9262 0.7103 -1.2313
```

SMILES ... CCCCCCCCCCCN(I)C(=O)O.CCCCCC.CCCCCC
Frontier orbital gap ... 8.6 eV
LUMO energy ... -0.62 eV
Total charge ... 0
HOMO level ... -9.24 eV

C17H18F5InN4S as an isolated structure. Source: OMol25; level of theory: wB97M-V/def2-TZVPD.

Geometry as XYZ:
```
46
Properties=species:S:1:pos:R:3
In 0.4466 -0.4247 -0.0116
C 2.4610 0.8997 -1.9548
C 1.6859 2.0617 -1.3545
N 1.2406 1.7483 0.0309
C 0.1221 2.6120 0.4674
C -1.1513 2.1939 -0.2289
C -2.1834 3.0656 -0.4960
C -3.3152 2.5773 -1.1405
C -3.3664 1.2488 -1.5287
C -2.2939 0.4253 -1.2345
C -2.2778 -1.0343 -1.6386
N -0.9416 -1.6451 -1.5317
C -0.1737 -1.7287 -2.8030
C 0.6609 -0.4800 -3.0572
N 1.6421 -0.3361 -1.9570
N -1.2287 0.9002 -0.5815
H 2.8013 1.1552 -2.9600
H 3.3459 0.6963 -1.3489
H 2.3015 2.9624 -1.3662
H 0.7934 2.2746 -1.9449
H 2.0176 1.8751 0.6747
H 0.0039 2.5046 1.5480
H 0.3283 3.6640 0.2612
H -2.1054 4.1067 -0.2137
H -4.1439 3.2385 -1.3566
H -4.2216 0.8553 -2.0617
H -2.9644 -1.5780 -0.9863
H -2.6722 -1.1243 -2.6536
H -1.0482 -2.5857 -1.1669
H 0.4898 -2.5923 -2.7225
H -0.8397 -1.9110 -3.6484
H 1.1622 -0.5613 -4.0235
H 0.0314 0.4114 -3.0835
H 2.2740 -1.1333 -1.9933
F 0.4822 -1.8120 6.7098
C 0.6951 -1.9151 5.4148
C 0.2801 -0.9034 4.5621
F -0.3361 0.1707 5.0324
C 0.5182 -1.0358 3.2113
F 0.0683 -0.0102 2.4054
C 1.1508 -2.1306 2.6490
S 1.5002 -2.3355 0.9187
C 1.5478 -3.1313 3.5265
F 2.1578 -4.2078 3.0474
C 1.3297 -3.0325 4.8929
F 1.7245 -3.9986 5.6962
```

Frontier orbital gap ... 7.8 eV
LUMO energy ... -6.51 eV
Total charge ... +2
HOMO level ... -14.27 eV

One molecule with the formula C4H6ClF. Source: OMol25; level of theory: wB97M-V/def2-TZVPD.

Geometry as XYZ:
```
12
Properties=species:S:1:pos:R:3
C 0.7963 1.4389 1.6771
C 0.3115 1.2547 0.2211
C -1.1479 0.9740 -0.1569
C -0.1560 -0.2013 -0.0294
H 1.7368 0.9445 1.8152
H 0.6899 2.5367 1.9088
H 0.1223 0.8828 2.3128
H 0.9111 1.7600 -0.6256
H -1.8125 1.0342 0.6911
H -1.6261 1.1186 -1.0940
F -0.2930 -0.9135 1.0970
Cl 0.2230 -1.2267 -1.4796
```

SMILES ... C[C@@H]1C[C@@]1(F)Cl
Frontier orbital gap ... 10.8 eV
LUMO energy ... 1.00 eV
Total charge ... 0
Energy above the lowest of the compared OMol25 structures with the same formula, charge and spin ... 95.2 kJ/mol
HOMO level ... -9.82 eV

One molecule with the formula C3H4N2OS. Source: OMol25; level of theory: wB97M-V/def2-TZVPD.

Geometry as XYZ:
```
11
Properties=species:S:1:pos:R:3
C -1.6399 1.9777 1.1467
C 0.5220 -1.1396 0.5015
C -0.9351 0.4418 -0.6208
N -1.7170 0.8076 0.7027
N 0.2053 -0.3216 -0.4291
O -1.3103 3.0440 1.5170
S -2.5678 -0.7269 1.0952
H -0.0791 -1.1170 1.4527
H 1.3134 -1.8328 0.2893
H -1.6292 -0.4174 -0.8616
H -0.8175 1.2121 -1.2894
```

SMILES ... C=NC[N+]([S-])=C=O
Frontier orbital gap ... 7.7 eV
LUMO energy ... -0.48 eV
Total charge ... 0
Energy above the lowest of the compared OMol25 structures with the same formula, charge and spin ... 407.8 kJ/mol
HOMO level ... -8.19 eV

A 2-piece molecular cluster, C9H9F3O2S overall. Source: OMol25; level of theory: wB97M-V/def2-TZVPD.

Geometry as XYZ:
```
24
Properties=species:S:1:pos:R:3
C -1.1466 -0.0590 -2.0393
C 1.0002 1.0209 -1.8719
C -1.4438 0.3015 -0.7522
C 0.7474 1.3564 -0.5715
C 0.0653 0.3049 -2.6318
C -0.5099 1.0415 0.0385
C -1.0784 -1.1404 4.1894
C 0.3835 -0.0678 -4.0405
C 1.3043 -0.4966 2.8263
O -0.8799 -1.6117 1.6502
O -0.7781 1.4145 1.2174
F 1.8490 -1.0204 1.7368
F 1.7010 0.7679 2.9319
F 1.7586 -1.1593 3.8876
S -0.6428 -0.5957 2.6482
H -1.8609 -0.6376 -2.6110
H 1.9382 1.2991 -2.3323
H -2.3786 0.0227 -0.2928
H 1.4653 1.9074 0.0175
H -1.9688 -1.7471 4.2222
H -0.9640 -0.4118 4.9703
H -0.4885 -0.4592 -4.5543
H 0.7617 0.7972 -4.5847
H 1.1660 -0.8275 -4.0542
```

Frontier orbital gap (alpha / beta) ... 7.3 / 6.6 eV
LUMO energy (alpha / beta) ... -1.02 / -1.79 eV
Total charge ... 0
Energy above the lowest of the compared OMol25 structures with the same formula, charge and spin ... 27.3 kJ/mol
HOMO level (alpha / beta) ... -8.37 / -8.35 eV

C10H10Br2Mo as an isolated structure. Source: OMol25; level of theory: wB97M-V/def2-TZVPD.

Geometry as XYZ:
```
23
Properties=species:S:1:pos:R:3
C -0.2788 0.9690 -1.6471
C 0.8848 1.6354 -1.1700
C 1.9856 0.7084 -1.2521
H 0.9500 2.6929 -0.9134
C 1.4698 -0.5354 -1.7641
C 0.0711 -0.3633 -1.9938
H -0.5766 -1.1043 -2.4661
H -1.2417 1.4532 -1.8250
H 3.0314 0.9368 -1.0756
H 2.0589 -1.3986 -2.0609
Mo 0.7728 -0.0832 0.3396
Br 1.9054 1.5232 1.8524
C -0.6297 -0.9923 2.1734
C -1.1837 -1.6063 0.9832
C -1.8675 -0.5816 0.2420
H -1.1752 -2.6598 0.7488
C -1.7187 0.6622 0.9414
C -0.9732 0.4144 2.1482
H -0.7936 1.1225 2.9375
H -0.1327 -1.5020 2.9803
H -2.4717 -0.7574 -0.6342
H -2.1552 1.6113 0.6736
Br 2.0686 -2.1452 0.7821
```

<S²> ... 2.027
Multiplicity ... 3
Frontier orbital gap (alpha / beta) ... 6.8 / 7.5 eV
LUMO energy (alpha / beta) ... -0.59 / -0.73 eV
Total charge ... 0
Energy above the lowest of the compared OMol25 structures with the same formula, charge and spin ... 11.8 kJ/mol
HOMO level (alpha / beta) ... -7.34 / -8.25 eV

C4H8NO as an isolated structure. Source: OMol25; level of theory: wB97M-V/def2-TZVPD.

Geometry as XYZ:
```
14
Properties=species:S:1:pos:R:3
C 2.2620 -0.5011 0.1072
C -0.9153 -1.3378 0.1197
C 0.3132 -0.6741 -0.0050
C -2.1601 -0.5915 -0.1308
N 2.5326 0.7223 -0.5785
O 3.0647 -1.2280 0.6087
H -0.8722 -2.4500 0.2889
H 0.3043 0.4229 -0.2262
H -2.8850 -1.0117 0.5689
H -2.5223 -0.8846 -1.1706
H -2.1480 0.4553 -0.0455
H 1.6670 1.1150 -0.9619
H 3.3357 0.5436 -1.1803
H 3.0196 1.3581 0.1960
```

Frontier orbital gap ... 9.3 eV
LUMO energy ... -4.63 eV
Total charge ... +1
Energy above the lowest of the compared OMol25 structures with the same formula, charge and spin ... 378.3 kJ/mol
HOMO level ... -13.97 eV